Density functional theory data (ωB97M-V/def2-TZVPD) for a cluster of 10 separate species, C42H111N7O17 in total.

As for the lowest unoccupied orbital energy (alpha / beta): -2.349 / -7.586 eV. The HOMO energy (alpha / beta) comes out at -0.359 / -0.359 Eh. The spin multiplicity is 2. As for the charge: +1.

Cartesian coordinates (Å):
H1 -11.86 -24.23 -8.72
H2 -3.16 -32.03 1.81
H3 -9.23 -27.15 -9.07
N1 -3.49 -28.59 2.06
O1 -3.33 -23.69 -9.68
H4 -9.97 -22.91 -4.73
H5 -12.16 -24.58 -7.28
O2 -3.26 -24.52 -4.91
H6 -8.59 -17.74 -5.70
H7 -5.07 -24.41 -3.80
C1 -12.19 -23.82 0.76
N2 -2.20 -23.82 -2.35
H8 -9.25 -26.63 -3.82
H9 -14.13 -21.86 -0.20
H10 -11.13 -26.07 -2.77
H11 0.33 -23.06 -1.46
C2 -11.49 -25.18 0.40
O3 -16.43 -23.33 -0.38
H12 -4.06 -23.46 1.80
C3 0.45 -26.16 -2.76
H13 -12.25 -23.80 1.85
H14 -7.21 -27.42 -7.17
C4 -8.50 -23.75 -6.65
C5 -10.17 -27.65 -9.33
H15 -8.48 -24.22 -0.43
N3 -10.84 -27.88 -8.05
O4 -5.16 -25.26 1.30
H16 -5.66 -23.37 1.04
O5 -11.35 -25.39 -9.90
H17 -10.38 -26.67 -11.17
H18 -8.23 -27.48 -4.99
O6 -8.83 -18.81 -3.94
H19 -4.47 -30.20 1.05
H20 -1.40 -23.10 -10.10
H21 -9.96 -28.57 -9.88
H22 -10.93 -27.07 -7.45
H23 -3.38 -24.94 -6.88
O7 -7.63 -24.00 -2.40
C6 -15.83 -22.71 0.77
H24 -10.14 -17.44 -4.87
H25 -7.02 -17.71 -3.51
N4 -10.96 -19.88 -5.45
C7 -7.99 -23.14 -10.99
H26 -8.59 -17.09 -2.91
O8 -10.34 -27.77 -5.06
H27 -12.05 -20.67 -7.17
H28 -9.63 -24.39 -2.84
H29 -18.16 -23.57 -1.40
C8 -17.80 -23.49 -0.38
C9 -11.41 -26.24 -1.73
H30 -3.59 -25.51 -2.39
H31 -13.58 -20.73 -5.54
C10 -6.52 -26.74 -7.67
C11 -2.82 -31.06 2.15
C12 -9.37 -18.18 -5.09
H32 -18.02 -24.43 0.14
H33 -2.36 -32.08 5.31
C13 -8.88 -23.59 -2.92
H34 -8.94 -28.47 -7.23
H35 -13.20 -22.61 -2.22
C14 -4.16 -26.14 1.74
C15 -4.66 -25.16 -10.99
H36 -3.89 -31.49 4.63
O9 -11.26 -25.02 -1.00
H37 -8.31 -22.30 -4.49
H38 -16.27 -21.74 0.97
C16 -2.94 -31.98 4.39
N5 -8.46 -24.20 -5.25
H39 -11.61 -23.03 0.27
H40 -4.74 -25.61 -11.97
H41 -12.42 -26.63 -1.64
H42 -11.44 -29.28 -5.87
H43 -7.83 -22.93 -6.90
H44 -5.50 -23.84 2.74
H45 -9.95 -29.83 -5.26
O10 -7.91 -22.65 -9.65
O11 -12.26 -23.88 -7.92
H46 -12.12 -25.99 0.76
H47 -12.09 -23.66 -10.78
H48 -2.68 -24.52 -11.43
H49 -3.34 -23.27 -6.43
O12 -12.45 -21.84 -4.03
H50 -16.05 -23.30 1.66
C17 -8.97 -23.16 -4.36
C18 -9.13 -27.56 -4.38
C19 -4.06 -23.99 -3.86
C20 0.03 -24.10 -1.41
O13 -7.39 -27.08 -11.13
C21 -3.58 -24.09 -11.00
H51 -10.74 -20.27 -4.55
H52 -5.00 -27.86 0.74
H53 -5.50 -27.00 -7.41
H54 -6.93 -25.04 -0.70
H55 -8.69 -23.97 -10.97
H56 -8.80 -20.86 -9.97
H57 -3.82 -25.85 2.73
C22 -6.55 -23.59 -11.40
C23 -1.47 -24.34 -1.23
C24 -11.59 -20.92 -6.22
H58 -4.19 -24.13 -1.70
H59 -2.01 -30.78 1.47
C25 -12.81 -21.49 -5.43
H60 -8.97 -25.70 -7.15
H61 -10.36 -24.93 -5.79
C26 -8.23 -24.96 -7.45
H62 -0.47 -26.69 -2.51
C27 -11.99 -24.73 -10.94
H63 -6.31 -23.78 -12.44
C28 -8.02 -17.98 -3.19
O14 0.48 -24.74 -2.61
H64 -3.87 -23.27 -11.66
N6 -5.94 -24.61 -10.51
H65 -13.08 -22.38 -6.00
C29 -11.02 -26.78 -10.29
H66 -4.70 -30.30 2.75
C30 -13.42 -22.51 -3.28
H67 -18.35 -22.67 0.09
H68 -3.16 -32.97 3.99
H69 -3.20 -26.08 1.22
H70 -2.76 -28.41 1.38
H71 -2.68 -21.77 -10.06
H72 -6.90 -26.29 -10.93
H73 -13.93 -24.38 -0.36
H74 1.28 -26.58 -2.19
H75 -8.55 -24.79 -8.48
H76 -9.48 -23.37 -6.93
H77 -7.50 -24.37 -5.00
H78 -7.97 -26.83 -11.85
H79 0.57 -24.37 -0.50
H80 -4.84 -24.12 -6.35
H81 -10.97 -21.81 -6.18
H82 0.63 -26.28 -3.83
H83 -4.36 -22.94 -3.89
H84 -1.75 -25.39 -1.17
H85 -7.79 -18.38 -2.20
H86 -6.75 -26.91 -8.72
H87 -10.06 -18.87 -7.00
H88 -10.49 -25.27 0.84
C31 -3.78 -24.23 -6.15
H89 -1.64 -24.01 -3.17
O15 -11.16 -25.39 -6.01
H90 -12.98 -25.19 -11.00
C32 -14.35 -22.56 0.61
H91 -5.94 -22.69 -11.29
H92 -8.39 -25.66 -1.37
C33 -8.94 -21.72 -9.32
H93 -14.03 -22.08 1.54
H94 -1.80 -23.76 -0.37
H95 -10.04 -29.64 -7.89
C34 -3.53 -24.43 -2.52
H96 -8.36 -22.36 -11.64
C35 -4.59 -27.67 1.73
H97 -10.72 -27.05 -1.49
C36 -7.86 -24.73 -1.17
H98 -9.15 -22.76 -2.27
H99 -14.35 -21.94 -3.30
H100 -9.93 -22.09 -9.56
N7 -13.66 -23.84 0.45
H101 -5.39 -27.92 2.43
O16 -6.84 -25.34 -7.39
C37 -3.96 -30.02 2.00
H102 -11.12 -26.20 -5.50
H103 -11.94 -27.26 -10.62
H104 -4.41 -25.90 -10.22
H105 -8.93 -28.36 -3.67
C38 -5.05 -23.92 1.75
H106 -2.03 -22.44 -8.58
H107 -8.91 -21.43 -8.28
H108 -11.51 -24.73 -11.92
H109 -8.98 -20.02 -6.21
O17 -2.24 -31.23 3.47
C39 -9.78 -19.30 -6.04
H110 -5.78 -24.19 -9.61
C40 -10.39 -28.98 -5.78
H111 -13.55 -23.48 -3.75
C41 -9.99 -28.75 -7.27
C42 -2.29 -22.69 -9.61